# C24H44O5PZn

A molecular structure, C24H44O5PZn (wB97M-V/def2-TZVPD, the OMol25 dataset).

The LUMO energy comes out at -6.45 eV. Its HOMO energy is -11.22 eV. As for the frontier orbital gap: 4.77 eV.

ORCA input file:
```
! RIJCOSX wB97M-V def2-TZVPD def2/J DEFGRID3
* xyz 1 1
C 1.0122 -4.7535 1.8782
O 2.3813 -4.8869 1.4491
C 3.1986 -3.7961 1.9789
C 2.9794 -2.4105 1.2014
C 4.2961 -1.8056 0.5262
C 3.7920 -0.6163 -0.4450
C 4.7937 -0.0804 -1.5822
O 4.1910 1.1421 -2.0898
P 2.8429 1.6538 -1.1042
C 3.6454 3.2361 -0.4753
C 2.7575 3.9364 0.6729
O 1.6028 4.6033 0.1425
C 0.3740 3.9702 0.5973
C -0.2302 4.8821 1.7463
O -1.6039 4.5814 2.1303
C -2.0497 3.2690 1.7769
C -1.6778 1.9943 2.5625
C -2.1674 0.5819 2.1078
C -3.0438 0.4548 0.8390
C -3.5725 -0.9818 0.2677
C -5.0881 -1.0934 0.8747
C -2.7686 -2.1953 0.9221
C -3.7394 -1.0330 -1.3108
C -2.4248 -1.1522 -2.1913
C -1.3061 -0.0638 -1.9397
C -1.7004 -2.5903 -2.1803
C -2.9059 -0.9283 -3.7355
C -3.4365 1.7340 0.0850
C -2.9514 3.1369 0.5378
O 3.3429 0.6086 0.2242
H 0.3569 -5.1636 1.0308
H 0.7589 -5.3960 2.8000
H 0.6788 -3.6803 2.0637
H 4.2829 -4.1314 2.0536
H 2.8266 -3.6358 3.0489
H 2.1642 -2.6022 0.4122
H 2.6204 -1.6364 1.9760
H 4.7747 -2.6440 -0.0972
H 5.0889 -1.4606 1.2658
H 2.9978 -1.1733 -1.0618
H 4.9874 -0.8096 -2.4407
H 5.8216 -0.0075 -1.0718
H 2.4234 2.4762 -2.2339
H 1.6044 1.8802 -0.3613
H 2.0758 0.6032 -1.8259
H 3.7822 3.9357 -1.3716
H 4.7023 2.9784 -0.1144
H 2.5441 3.2294 1.5428
H 3.4384 4.7584 1.1095
H 0.5703 2.8929 0.8938
H -0.3465 4.0126 -0.3004
H 0.4898 4.9458 2.6444
H -0.2478 5.9508 1.3181
H -1.0175 2.1000 3.4912
H -1.8659 -0.3379 2.6929
H -5.8315 -0.7141 0.1021
H -5.2864 -2.2154 0.9956
H -5.1758 -0.5762 1.8889
H -2.9499 -2.2431 2.0570
H -3.2453 -3.1649 0.5192
H -1.6669 -2.2532 0.6431
H -4.3499 -0.1500 -1.7229
H -4.3784 -1.9616 -1.5545
H -1.7571 0.9838 -2.0854
H -0.9314 -0.1010 -0.8300
H -0.3969 -0.2214 -2.6060
H -1.5151 -2.9413 -3.2443
H -2.2149 -3.3529 -1.5164
H -0.6488 -2.4182 -1.7233
H -3.5296 -1.8221 -4.0601
H -3.5632 0.0144 -3.7227
H -2.0008 -0.7370 -4.4071
H -4.1054 1.7371 -0.8440
H -3.2546 4.0624 -0.0473
Zn 0.7466 -0.4079 -0.7732
*
```

=====

# C5H10O2

A molecular structure, C5H10O2 (wB97M-V/def2-TZVPD, the OMol25 dataset).

The LUMO energy comes out at 0.97 eV. Its HOMO energy is -9.52 eV. Its energy relative to the best compared isomer or geometry (same formula, charge and spin) is 376.1 kJ/mol. As for the frontier orbital gap: 10.49 eV.

ORCA input file:
```
! RIJCOSX wB97M-V def2-TZVPD def2/J DEFGRID3
* xyz 0 1
C 2.4894 0.8077 -0.6629
O 1.5982 1.5364 0.1357
C -0.2484 -0.7820 0.2639
C -0.9469 -0.5790 1.5484
C -1.7204 -1.0628 0.3318
C -1.8452 0.0925 -0.6605
O -0.4206 0.3278 -0.6062
H 2.0763 0.5524 -1.6522
H 2.7868 -0.1437 -0.1885
H 3.3955 1.4057 -0.8020
H 0.6149 -1.4137 0.0910
H -0.7601 -1.3522 2.2878
H -0.9979 0.4283 1.9620
H -2.1984 -2.0334 0.2619
H -2.0919 -0.1911 -1.6849
H -2.4509 0.9566 -0.3574
H 0.7197 1.4505 -0.2679
*
```

=====

# C28H73NO25S8

10 unconnected molecules or ions with the total composition C28H73NO25S8 (wB97M-V/def2-TZVPD, the OMol25 dataset).

The LUMO energy comes out at -0.08 eV. As for the SMILES: CCOS(C)(=O)=O.CCOS(C)(=O)=O.CCOS(C)(=O)=O.CCOS(C)(=O)=O.CCOS(C)(=O)=O.CCOS(C)(=O)=O.CCOS(C)(=O)=O.CCOS(C)(=O)=O.CC#N.CCO. Its HOMO energy is -10.43 eV. Its energy relative to the best compared isomer or geometry (same formula, charge and spin) is 0.0 kJ/mol. As for the frontier orbital gap: 10.35 eV.

ORCA input file:
```
! RIJCOSX wB97M-V def2-TZVPD def2/J DEFGRID3
* xyz 0 1
C -1.1773 -5.4828 4.4714
C -0.9774 -5.6368 3.0085
O -0.5137 -7.0037 2.7774
S 0.2034 -7.3160 1.4190
C -0.9782 -6.8111 0.2106
O 1.3765 -6.5156 1.3084
O 0.3184 -8.7293 1.3560
H -0.2372 -5.6388 4.9997
H -1.8940 -6.2116 4.8509
H -1.5402 -4.4769 4.6599
H -1.8207 -5.3377 2.3886
H -0.1327 -5.0157 2.6934
H -1.9370 -7.2581 0.4555
H -0.6210 -7.2241 -0.7304
H -1.0032 -5.7252 0.1780
C -0.7329 -0.4247 -4.5338
C 0.6750 -0.3598 -4.0246
O 1.6446 -0.1912 -5.1075
S 1.9068 -1.4025 -6.0895
C 0.9755 -0.9122 -7.5181
O 3.2925 -1.3319 -6.4153
O 1.3497 -2.5813 -5.5332
H -1.0010 -1.3437 -5.0548
H -0.9572 0.4559 -5.1450
H -1.4481 -0.3508 -3.7145
H 0.8173 0.5580 -3.4644
H 0.9272 -1.1820 -3.3584
H 0.0826 -0.4360 -7.1292
H 0.7782 -1.7693 -8.1546
H 1.6153 -0.2405 -8.0850
C -0.9696 -0.8964 5.0746
C -2.1321 -1.7198 4.5830
O -3.3379 -1.1711 5.1398
S -4.6129 -1.0373 4.2125
C -4.1726 0.2193 3.0394
O -4.7587 -2.2697 3.4984
O -5.6496 -0.5685 5.0518
H -1.1323 0.1391 4.7673
H -0.0353 -1.2782 4.6712
H -0.8998 -0.9178 6.1625
H -2.1258 -1.7346 3.4975
H -2.0265 -2.7403 4.9546
H -3.3586 -0.2004 2.4535
H -3.8634 1.0685 3.6440
H -5.0451 0.4766 2.4498
C 1.4092 0.6621 1.1998
C 0.1840 0.2285 0.4105
O -0.1866 -1.0335 1.0158
S -0.4638 -2.2391 0.0454
C -1.8416 -1.6814 -0.9017
O 0.6476 -2.3418 -0.8439
O -0.8149 -3.3341 0.8679
H 2.1930 -0.0531 0.9588
H 1.1172 0.6077 2.2452
H 1.6829 1.6921 1.0056
H -0.5901 0.9886 0.5048
H 0.4392 0.1279 -0.6423
H -1.9316 -2.3191 -1.7732
H -1.6334 -0.6589 -1.2056
H -2.7259 -1.6843 -0.2732
C -1.4023 3.1144 2.4888
C -2.6774 3.9494 2.5316
O -3.4958 3.6431 3.6867
S -5.0638 3.8121 3.4190
C -5.0935 5.5830 3.2505
O -5.3838 3.1608 2.1874
O -5.7092 3.4671 4.6275
H -0.7049 3.6280 1.8253
H -1.5895 2.1140 2.1010
H -0.9854 2.9768 3.4844
H -2.4698 5.0199 2.4729
H -3.2434 3.6993 1.6260
H -4.4600 5.8446 2.4080
H -4.6769 5.9541 4.1805
H -6.1320 5.8452 3.0744
C 6.2103 -0.3342 -4.7188
C 5.0393 0.3486 -4.0731
O 5.2700 0.3715 -2.6271
S 4.0538 -0.0199 -1.7067
C 3.9447 -1.7590 -1.9710
O 4.4795 0.1864 -0.3680
O 2.8757 0.6040 -2.2102
H 6.0396 -0.4827 -5.7876
H 6.3311 -1.3337 -4.3014
H 7.1380 0.2318 -4.6385
H 4.8536 1.3727 -4.3908
H 4.1381 -0.2164 -4.3154
H 4.8382 -2.2389 -1.5839
H 3.7454 -1.9389 -3.0240
H 3.1094 -2.1229 -1.3682
C 3.1178 3.8288 -0.0361
C 2.4485 3.9895 -1.3815
O 1.3806 3.0020 -1.4419
S 0.0303 3.3905 -2.1168
C 0.4836 3.5640 -3.8212
O -0.7896 2.2405 -1.9412
O -0.4134 4.6514 -1.6246
H 2.3232 3.6943 0.6972
H 3.7304 4.6956 0.1936
H 3.6833 2.8966 0.0159
H 2.0325 4.9952 -1.4839
H 3.0984 3.8171 -2.2426
H 0.4690 2.5828 -4.2830
H 1.4058 4.1304 -3.8690
H -0.3406 4.1239 -4.2656
C 5.5789 1.9299 2.4145
C 4.3944 2.0987 3.3322
O 3.7852 3.3758 3.1187
S 2.4546 3.7117 3.9113
C 3.0669 3.8019 5.5574
O 2.0240 4.9917 3.4833
O 1.5983 2.5875 3.7584
H 5.9804 2.8747 2.0487
H 5.2215 1.4721 1.4847
H 6.3213 1.2508 2.8186
H 3.6830 1.2862 3.1869
H 4.7817 2.0011 4.3528
H 2.2317 3.9057 6.2451
H 3.7787 4.6199 5.6064
H 3.5612 2.8667 5.8070
C -3.9871 3.8018 -1.3619
C -3.9983 2.3772 -1.1172
N -4.0130 1.2415 -0.9593
H -4.7000 4.3510 -0.7481
H -4.2696 4.0074 -2.3953
H -2.9985 4.2342 -1.2055
C -2.4121 -5.1291 -3.2616
C -3.3374 -4.6122 -4.3326
O -4.6228 -4.4681 -3.7326
H -1.4766 -5.5131 -3.6757
H -2.8243 -5.9680 -2.6991
H -2.1921 -4.3563 -2.5246
H -3.3588 -5.3138 -5.1747
H -2.9909 -3.6523 -4.7333
H -5.2750 -4.2928 -4.4156
*
```

=====

# C4H8O3

C4H8O3 in the gas phase (wB97M-V/def2-TZVPD, the OMol25 dataset).

The LUMO energy comes out at 0.71 eV. As for the SMILES: O=C(O)CCCO. Its HOMO energy is -10.31 eV. Its energy relative to the best compared isomer or geometry (same formula, charge and spin) is 63.2 kJ/mol. As for the frontier orbital gap: 11.02 eV.

ORCA input file:
```
! RIJCOSX wB97M-V def2-TZVPD def2/J DEFGRID3
* xyz 0 1
O -2.0689 0.6560 -1.5618
C -1.4280 0.6361 -0.5491
O -2.0007 0.8635 0.6637
C 0.0361 0.3705 -0.3898
C 0.4134 -0.7621 0.5477
C 1.8603 -0.6588 1.0166
O 2.7396 -1.0681 -0.0160
H -2.8842 1.2170 0.4863
H 0.4812 1.3169 -0.0469
H 0.5265 0.2933 -1.3593
H -0.2110 -0.7449 1.4396
H 0.2796 -1.7346 0.0791
H 2.0510 0.3755 1.3009
H 2.0227 -1.2606 1.9142
H 3.3948 -0.3948 -0.2024
*
```

=====

# H22O11

11 unconnected molecules or ions with the total composition H22O11 (wB97M-V/def2-TZVPD, the OMol25 dataset).

The LUMO energy comes out at -0.08 eV. As for the SMILES: O.O.O.O.O.O.O.O.O.O.O. Its HOMO energy is -10.92 eV. Its energy relative to the best compared isomer or geometry (same formula, charge and spin) is 267.9 kJ/mol. As for the frontier orbital gap: 10.84 eV.

ORCA input file:
```
! RIJCOSX wB97M-V def2-TZVPD def2/J DEFGRID3
* xyz 0 1
O 0.4425 1.2183 3.8280
H 1.0570 0.4972 4.0213
H 1.2041 1.6779 3.3897
O 0.8175 -1.9680 2.8266
H 1.1093 -1.1483 3.2467
H 1.5405 -2.0957 2.1995
O 2.0359 -1.5458 -2.3147
H 1.3148 -1.2882 -1.7570
H 2.4880 -2.3705 -2.2715
O 4.1557 3.1294 1.7928
H 4.4633 3.2591 0.9014
H 3.1982 3.2061 1.8424
O -3.7411 -1.6707 1.2781
H -3.9160 -2.5421 1.6316
H -3.1789 -1.7547 0.5042
O -0.7728 0.2523 0.0018
H -0.3995 -0.6241 0.1300
H -1.1800 0.5301 0.8057
O -0.8287 1.0485 -3.4595
H -1.7504 1.0960 -3.1640
H -0.9637 1.1631 -4.4077
O 1.7949 0.4247 -0.5700
H 2.2541 0.8915 -1.2708
H 0.8392 0.6207 -0.6216
O -3.9221 0.4225 -2.0779
H -4.2828 0.3761 -1.1931
H -3.9738 -0.4554 -2.5029
O -2.8360 -1.5901 -3.3868
H -1.9621 -1.3855 -3.0536
H -3.3736 -2.2210 -2.9090
O 2.6427 1.0263 2.5025
H 3.4641 1.4281 2.1696
H 2.2597 0.3924 1.8883
*
```

=====

# C28H28BF3FeO6

A molecular structure, C28H28BF3FeO6 (wB97M-V/def2-TZVPD, the OMol25 dataset).

The LUMO energy (alpha / beta) comes out at -6.98 / -8.52 eV. Its HOMO energy (alpha / beta) is -13.99 / -14.87 eV. Its energy relative to the best compared isomer or geometry (same formula, charge and spin) is 12.0 kJ/mol. Its expectation value of S² is 6.0812. As for the frontier orbital gap (alpha / beta): 7.01 / 6.35 eV.

ORCA input file:
```
! RIJCOSX wB97M-V def2-TZVPD def2/J DEFGRID3
* xyz 2 5
C -0.9197 5.3456 -1.6726
C -0.4972 4.4844 -0.5814
C -0.7892 4.5422 0.7779
C -0.0597 3.5443 1.4132
C 0.6072 2.7421 0.3656
B -1.6268 -1.5525 -0.8872
C 2.0725 2.5080 0.4915
C 2.7249 2.6469 1.7270
C 4.0988 2.4426 1.8182
C 4.8176 2.1454 0.6675
C 6.3104 1.9912 0.7820
F 6.8946 1.5569 -0.3713
F 6.9138 3.1816 1.1084
F 6.6501 1.0938 1.7622
C 4.1882 2.0150 -0.5682
C 2.8151 2.2115 -0.6518
O -1.3056 -2.5245 0.0175
C -2.2205 -2.3859 1.1302
C -3.0288 -3.6691 1.2168
C -1.3701 -2.2595 2.3813
C -3.1158 -1.1239 0.7427
C -4.6206 -1.3309 0.7754
C -2.7833 0.1194 1.5610
O -2.7888 -0.8587 -0.6349
O 0.3594 3.4823 -0.8552
H -1.2700 6.2932 -1.2520
H -0.1060 5.5378 -2.3810
H -1.7619 4.8967 -2.2160
H -1.4513 5.2813 1.2249
H -0.0046 3.3475 2.4798
H 2.1551 2.9046 2.6186
H 4.6026 2.5215 2.7786
H 4.7516 1.7729 -1.4624
H 2.3144 2.1169 -1.6170
H -3.7682 -3.6071 2.0257
H -3.5359 -3.8720 0.2650
H -2.3583 -4.5078 1.4363
H -2.0017 -2.1552 3.2758
H -0.7770 -3.1763 2.4968
H -0.6665 -1.4207 2.3200
H -4.9324 -2.1451 0.1123
H -4.9598 -1.5383 1.7970
H -5.1155 -0.4134 0.4339
H -3.0757 -0.0250 2.6115
H -1.7135 0.3667 1.5020
H -3.3517 0.9701 1.1638
O 0.5002 -5.6055 -4.6355
C 0.5205 -4.7823 -3.8120
Fe 0.2255 -3.9061 -2.3218
C -1.5143 -3.6824 -2.5593
O -2.6641 -3.7169 -2.7479
C -0.0255 -5.3165 -1.2658
O -0.3157 -6.3113 -0.7394
C 0.1643 0.6855 -0.3097
C 0.7905 -0.3014 0.4821
C 1.2665 -1.5397 0.0715
C 1.4106 -2.0809 -1.2185
C 0.4877 -1.8746 -2.2877
C -0.6863 -0.9538 -2.0130
C -0.3609 0.4222 -1.5324
H -0.1081 1.6857 0.2160
H 1.0229 -0.0164 1.5143
H 1.7369 -2.1255 0.8734
H 2.3422 -2.6416 -1.4279
H 0.8886 -1.7770 -3.3118
H -1.3079 -0.8961 -2.9215
H -0.6742 1.2382 -2.1826
*
```

=====

- Number 2 is which compound?
  C5H10O2